No. 1
Formula: C25H57N2O6
Source: the OMol25 dataset
Level of theory: ωB97M-V with the def2-TZVPD basis set

The geometry in ORCA input format:
```
! RIJCOSX wB97M-V def2-TZVPD def2/J DEFGRID3
* xyz 1 1
H 1.263 -4.305 -1.395
H -0.312 -2.183 -4.303
H 5.055 -7.500 -1.888
H -3.657 -11.112 -3.258
H -4.131 -8.272 -0.885
H 1.036 -5.777 0.593
C 1.819 -5.246 -1.345
C 1.790 -0.159 -1.485
H 0.380 -0.483 -6.533
C -0.731 -1.449 -4.985
C -1.887 0.485 -0.187
H -4.272 -9.468 -3.501
H -0.857 0.581 0.152
H -2.149 9.002 7.838
H 2.642 -1.972 -0.900
C 1.773 -0.655 -3.633
C 1.741 6.411 0.296
C -0.409 5.491 3.073
H 1.826 7.364 -0.227
H 2.647 -2.653 -3.368
C 4.302 -6.733 -2.062
H -3.048 -8.726 1.311
H 0.088 -6.388 -0.774
H 1.486 4.713 2.380
C 0.287 -0.408 -5.460
H -0.165 5.350 4.126
O 3.128 -4.879 -0.936
H -1.115 -2.002 -5.832
O 0.120 4.631 0.824
H -0.384 6.630 0.632
H -0.894 10.234 7.740
H -1.573 -0.969 -4.500
H -2.959 -7.031 -0.489
H -0.833 9.029 9.023
H 3.398 -7.230 -2.415
N 1.462 0.311 -2.689
H 0.206 3.521 2.496
C 4.060 -5.944 -0.788
H 4.991 -5.473 -0.471
O 1.622 -0.607 -4.955
C 1.099 -6.199 -0.412
C -3.741 -10.122 -2.809
N 2.303 -1.365 -1.634
O 0.936 1.529 -2.938
C 1.063 10.107 5.189
H 1.743 9.390 4.725
H -2.590 -9.997 0.182
H -4.349 -10.217 -1.909
H 1.154 11.062 4.669
H 1.393 10.258 6.217
H -0.182 2.422 -0.865
H -1.789 -9.499 -3.435
H -0.653 9.480 4.070
C -0.521 1.550 -2.817
H -1.058 10.344 5.539
H 0.039 5.764 -0.832
H -1.450 -8.706 0.545
H -0.927 0.545 -2.793
C -0.268 8.249 7.098
H -2.535 0.398 0.674
H -2.808 1.386 -1.904
H -1.222 3.375 -1.934
H -1.474 5.299 2.935
H -0.074 0.595 -5.261
H -0.884 2.033 -3.716
C -0.964 2.372 -1.614
H -1.921 -0.422 -0.781
O -0.569 8.340 5.717
O -2.368 -8.254 -1.973
H 2.431 5.699 -0.159
C -3.060 -8.085 -0.748
H 1.609 -7.158 -0.334
H 2.061 6.570 1.327
C -2.240 1.723 -1.039
H 4.652 -6.075 -2.859
C -2.507 -8.930 0.387
H -1.806 -10.245 -1.850
H 3.752 -6.606 0.026
C -0.369 9.606 5.115
C -2.359 -9.567 -2.509
H 1.841 -5.651 -2.363
H -2.827 2.444 -0.489
H 1.661 0.356 -0.552
C 0.416 4.553 2.211
C 0.314 5.897 0.216
H 0.805 8.400 7.265
C -1.083 9.186 7.973
H -0.485 7.217 7.375
H -0.228 6.538 2.832
C 2.300 -1.722 -2.975
*
```

Calculated values
- HOMO level: -10.9 eV
- Orbital gap: 8.48 eV

Which charges does Löwdin predict for the atoms? In e, they are: H 0.10; H 0.08; H 0.08; H 0.08; H 0.11; H 0.09; C -0.29; C 0.01; H 0.13; C -0.04; C -0.09; H 0.08; H 0.05; H 0.08; H 0.18; C -0.25; C -0.07; C -0.07; H 0.08; H 0.15; C -0.07; H 0.08; H 0.08; H 0.11; C -0.18; H 0.08; O -0.19; H 0.08; O -0.19; H 0.11; H 0.07; H 0.07; H 0.11; H 0.08; H 0.07; N 0.01; H 0.11; C -0.27; H 0.12; O 0.03; C -0.07; C -0.08; N 0.14; O 0.01; C -0.08; H 0.08; H 0.07; H 0.07; H 0.08; H 0.07; H 0.10; H 0.12; H 0.11; C -0.14; H 0.11; H 0.11; H 0.07; H 0.11; C -0.28; H 0.07; H 0.10; H 0.11; H 0.08; H 0.10; H 0.13; C -0.17; H 0.07; O -0.17; O -0.17; H 0.08; C -0.29; H 0.07; H 0.07; C -0.22; H 0.08; C -0.08; H 0.11; H 0.11; C -0.28; C -0.28; H 0.11; H 0.11; H 0.17; C -0.28; C -0.28; H 0.11; C -0.08; H 0.12; H 0.06; C 0.06

=====

No. 2
Formula: C31H43BrIMnN3O3
Source: the OMol25 dataset
Level of theory: ωB97M-V with the def2-TZVPD basis set

The geometry in ORCA input format:
```
! RIJCOSX wB97M-V def2-TZVPD def2/J DEFGRID3
* xyz 0 2
Mn 0.011 0.022 -0.163
C 2.502 1.703 -0.978
C -2.786 -0.019 1.698
H 0.104 5.187 3.913
C 3.475 -2.260 -1.867
H -1.216 -0.567 3.099
C 4.154 1.681 -2.725
H -0.567 -2.397 2.368
H -2.907 -0.718 -3.883
C 0.854 1.922 4.426
H -4.666 0.214 0.636
C -0.246 0.039 -4.028
H -2.292 1.670 -0.541
H -3.542 0.836 -3.335
C -0.392 -3.119 1.578
H 0.162 -3.604 -1.044
H -1.494 -4.001 -1.546
H 0.343 3.521 5.766
C -2.722 0.358 -3.876
H -3.208 2.092 1.252
H -3.252 1.671 2.955
H -1.696 1.819 2.127
H 0.990 1.159 5.178
N 0.912 2.480 2.109
C 1.032 1.584 3.093
H -0.441 -1.017 -4.221
C 1.379 0.152 2.720
H -2.673 -4.602 1.003
H -0.473 -4.123 2.004
O 1.680 -0.971 -1.113
H 0.604 2.409 -1.142
C -1.944 0.654 -0.628
H -0.674 -1.956 -2.171
H 5.562 0.983 0.267
C -0.819 -3.930 -0.691
H -4.850 -0.147 2.360
N 1.145 1.790 -0.552
H -0.159 0.539 -4.996
C 0.507 3.226 4.738
H 0.708 0.114 -3.502
H -2.441 -1.822 2.898
H -2.817 -0.376 3.820
C -1.417 0.075 -1.815
H 3.770 -2.424 0.754
C 4.802 1.230 -0.463
H 3.224 1.278 0.994
O 2.059 -0.488 3.516
C -1.161 -1.270 -1.500
C -2.279 -0.747 2.944
H 2.353 -1.481 1.226
H 6.164 1.220 -2.125
H -3.461 -3.393 -0.022
C -1.193 2.189 -3.191
H -2.733 0.719 -4.907
H -4.399 -1.425 1.224
C 0.373 4.160 3.721
H 1.083 2.153 0.407
Br 0.431 4.936 0.981
C 2.641 -1.659 -0.755
H 3.039 -3.212 -2.162
H -3.141 -3.049 1.681
H 0.634 -2.981 1.239
I 5.516 -2.661 -1.409
C 3.491 1.403 -0.048
C 0.602 3.715 2.431
H 2.071 2.086 -3.044
C -1.362 -2.990 0.397
H -0.705 -4.930 -0.269
C -2.011 -0.329 0.413
C 2.839 1.852 -2.316
C -4.264 -0.373 1.465
C 5.141 1.362 -1.803
H -1.883 2.677 -2.500
H 4.405 1.797 -3.772
H -0.174 2.473 -2.925
H -1.382 2.594 -4.187
H 3.458 -1.575 -2.708
N 2.929 -1.929 0.511
C -2.726 1.483 2.016
O 1.032 -0.255 1.564
C -1.491 -1.563 -0.152
C -2.744 -3.532 0.790
C -1.374 0.670 -3.207
*
```

Calculated values
- HOMO level (alpha / beta): -7.9 / -7.5 eV
- Orbital gap (alpha / beta): 8.22 / 7.84 eV

Which charges does Löwdin predict for the atoms? In e, they are: Mn 0.64; C -0.28; C -0.51; H 0.10; C -0.53; H 0.07; C -0.08; H 0.05; H 0.09; C 0.01; H 0.09; C -0.04; H 0.11; H 0.09; C -0.03; H 0.08; H 0.09; H 0.11; C -0.04; H 0.08; H 0.09; H 0.07; H 0.12; N 0.06; C -0.17; H 0.08; C -0.60; H 0.09; H 0.09; O -0.02; H 0.07; C -0.08; H 0.11; H 0.11; C -0.06; H 0.09; N 0.07; H 0.09; C -0.04; H 0.07; H 0.06; H 0.09; C -0.25; H 0.05; C -0.09; H 0.11; O 0.05; C -0.06; C -0.04; H 0.08; H 0.10; H 0.09; C -0.04; H 0.08; H 0.06; C -0.10; H 0.02; Br 0.76; C -0.59; H 0.05; H 0.05; H 0.07; I 0.82; C -0.03; C -0.72; H 0.10; C -0.51; H 0.09; C -0.17; C -0.04; C -0.03; C -0.11; H 0.08; H 0.10; H 0.05; H 0.09; H 0.05; N 0.20; C -0.05; O -0.11; C -0.15; C -0.04; C -0.54

=====

No. 3
Formula: H30O15
Source: the OMol25 dataset
Level of theory: ωB97M-V with the def2-TZVPD basis set

The geometry in ORCA input format:
```
! RIJCOSX wB97M-V def2-TZVPD def2/J DEFGRID3
* xyz 0 1
O -0.084 2.576 -2.465
H 2.596 -0.197 1.411
H 3.982 -0.572 -1.838
O -2.907 -1.915 0.996
H -0.028 -2.302 1.555
H 0.516 -0.709 -3.079
H -3.073 1.357 0.415
O 1.883 -3.803 -0.860
H 0.553 -0.464 0.077
H 2.734 0.060 -1.570
O -1.814 2.961 -0.224
H -3.442 -2.458 0.443
H -4.147 0.618 1.227
H -0.533 1.767 -2.650
H -1.278 -0.247 -0.934
O 2.363 0.543 1.998
H -0.522 -2.675 0.175
H 3.174 -1.711 0.212
H -0.540 3.265 -2.967
O -1.236 0.360 2.234
H -1.749 3.908 -0.021
H 1.017 1.794 0.038
H 2.313 0.100 2.848
O 1.501 2.665 -0.109
O 0.142 0.398 -0.092
H 1.165 -3.201 -0.986
O 0.150 -2.198 0.618
H 1.728 -1.520 -2.714
O -3.996 1.098 0.398
O 0.800 -1.523 -2.654
H -2.171 0.430 2.548
H -1.869 -1.469 -1.627
O -2.093 -0.632 -1.264
H -2.635 -1.373 0.230
O -0.047 2.939 2.362
H -1.179 2.814 -0.926
H 1.117 3.239 -0.773
O 3.313 -0.594 -1.190
H -0.524 3.668 1.926
H -0.480 2.096 2.187
H -0.424 0.414 0.698
O 2.993 -2.119 1.053
H -0.973 -0.467 2.556
H 1.579 -4.399 -0.186
H 2.124 -2.522 0.924
*
```

Calculated values
- HOMO level: -9.3 eV
- Orbital gap: 8.91 eV

Which charges does natural (NBO) predict for the atoms? In e, they are: O -0.94; H 0.48; H 0.48; O -0.99; H 0.49; H 0.47; H 0.48; O -0.93; H 0.51; H 0.49; O -0.98; H 0.46; H 0.45; H 0.48; H 0.50; O -0.95; H 0.49; H 0.49; H 0.48; O -0.95; H 0.47; H 0.50; H 0.46; O -1.00; O -0.99; H 0.47; O -0.96; H 0.48; O -0.94; O -0.95; H 0.50; H 0.47; O -0.96; H 0.49; O -0.95; H 0.49; H 0.46; O -0.94; H 0.46; H 0.48; H 0.50; O -0.97; H 0.48; H 0.46; H 0.47